4 unconnected molecules or ions with the total composition C18H42N2O4. Source: the OMol25 dataset; level of theory: ωB97M-V/def2-TZVPD.

```
66
Properties=species:S:1:pos:R:3:nbo_charge:R:1
O -16.53243 15.01187 -6.23918 -0.9696
O -15.33853 14.77941 -8.72573 -0.5525
O -19.98890 13.66168 -3.82786 -0.5456
O -17.43629 16.15780 -4.04824 -0.9823
N -16.53165 15.35278 -9.10901 -0.2280
N -19.20120 13.46771 -2.68595 -0.2349
C -18.98430 11.04519 -3.28551 -0.6370
C -17.65316 12.04718 -1.31247 -0.4106
C -19.70452 14.08265 -1.42805 0.1523
C -17.94977 17.37464 -9.45049 -0.4020
C -18.19564 12.36103 -2.73832 0.1557
C -18.69242 14.13786 -0.20648 -0.4107
C -20.11530 15.52459 -1.82843 -0.6286
C -18.89391 16.55121 -10.32194 -0.4014
C -17.07833 12.68863 -3.67064 -0.6391
C -15.76370 17.45772 -8.25991 -0.6082
C -17.87796 13.22036 -9.02467 -0.6260
C -18.94026 15.08378 -9.92267 -0.4195
C -15.71298 17.19899 -10.64872 -0.6386
C -17.09954 14.06438 -11.28130 -0.6394
C -17.46521 13.29224 -0.41759 -0.3978
C -16.49235 16.83836 -9.45485 0.1013
C -21.03524 13.31634 -0.92933 -0.6435
C -17.55241 14.48226 -9.85801 0.1373
H -18.41416 17.33694 -8.46509 0.2133
H -20.74328 13.07562 -3.73283 0.4423
H -19.11277 13.64199 0.66845 0.2071
H -15.58609 18.52021 -8.42629 0.2083
H -16.95479 12.69801 -8.77365 0.2084
H -19.37534 11.10790 -4.30102 0.2110
H -18.23297 11.38190 -0.67269 0.2058
H -18.04166 18.45037 -9.60037 0.2220
H -14.86043 14.88354 -9.55167 0.4525
H -16.61260 13.93788 -0.62813 0.2051
H -16.57018 13.62439 -3.43776 0.2197
H -16.72374 11.47777 -1.32083 0.2201
H -21.28196 13.80664 0.01240 0.2113
H -16.38369 11.84891 -3.69200 0.2036
H -18.42113 15.17785 -0.02503 0.2255
H -19.59320 14.96613 -9.05784 0.2183
H -17.06734 15.94009 -4.90422 0.4930
H -18.22688 13.62685 -8.07539 0.2274
H -19.60314 14.56693 -10.61660 0.2193
H -20.51077 16.13333 -1.01533 0.2020
H -17.75789 15.32359 -3.70632 0.4650
H -18.41566 10.11572 -3.25716 0.2116
H -19.90427 16.91484 -10.13474 0.2156
H -19.91002 11.01390 -2.71092 0.1992
H -15.81761 14.37649 -6.19991 0.4805
H -14.88239 16.50501 -10.77769 0.1932
H -18.53861 16.65604 -11.34706 0.1889
H -16.37664 17.32175 -7.36890 0.2219
H -17.19882 12.91557 0.56997 0.1995
H -17.04844 15.02004 -11.80305 0.2046
H -16.13107 13.57174 -11.19484 0.2071
H -14.80694 16.94817 -8.14561 0.2188
H -19.27649 16.01758 -2.31982 0.2346
H -18.53896 12.47828 -9.47244 0.2158
H -17.91608 13.44092 -11.64554 0.2200
H -21.87827 13.34759 -1.61957 0.1992
H -15.27683 18.19766 -10.67142 0.2284
H -16.26655 17.15028 -11.58642 0.2105
H -20.72999 12.27806 -0.79948 0.1992
H -17.48351 12.77118 -4.67915 0.2262
H -16.55516 15.29128 -7.15441 0.4978
H -20.93802 15.57135 -2.54190 0.2152
```

Values from the calculation:
**Molecular weight**: 350.5 g/mol
**LUMO level**: 0.5 eV
**Structure (SMILES)**: CC1(C)CCCC(C)(C)N1O.CC1(C)CCCC(C)(C)N1O.O.O
**Orbital gap**: 8.335 eV
**Charge**: 0